Record 1
16
Properties=species:S:1:pos:R:3:forces:R:3 method="wB97M-V/def2-TZVPD" lumo_ev=-5.09 de_lowest_kj_mol=0.0 multiplicity=1 total_energy_ev=-17332.122 homo_ev=-15.2 charge=+1
C 1.044956 1.596424 1.204579 -1.9 -4.1 -0.5
C -1.960925 -0.995016 1.912163 -2.2 -0.1 1.6
C 1.228835 0.716377 -1.438488 -0.6 -0.3 -0.6
N -3.070876 -1.037722 2.304556 2.5 0.3 -0.4
N -0.017257 1.574090 0.376706 -0.9 -0.1 0.6
N 1.028671 0.473246 -2.719925 3.1 -0.5 -1.4
N -0.175165 1.185136 -0.820913 1.8 0.4 1.5
O 1.239795 0.694407 2.127514 -1.4 1.2 -1.1
O 2.153743 0.615846 -0.695154 -0.5 0.2 -0.1
O -0.801507 -0.940791 1.767252 1.6 0.1 -0.8
O -1.176157 1.205811 -1.476809 0.0 0.1 0.2
H 1.645697 2.421397 1.105209 1.8 1.9 0.5
H -4.028140 -1.146004 2.285899 -1.8 -0.2 -0.3
H 0.318885 0.951299 -3.259824 -0.2 -0.3 0.3
H 1.940475 0.213072 -3.243696 -2.2 0.6 1.0
H 0.460219 0.001121 2.155843 1.0 0.9 -0.4

=====

Record 2
6
Properties=species:S:1:pos:R:3:forces:R:3 method="wB97M-V/def2-TZVPD" lumo_ev=0.86 de_lowest_kj_mol=22.4 multiplicity=1 total_energy_ev=-4159.707 homo_ev=-11.5
O -1.099990 -0.514554 2.196219 0.9 -0.8 0.0
H -0.129817 -0.350293 2.201906 -1.0 -0.2 0.0
H -1.185540 -1.493053 2.137269 0.1 1.1 0.1
O 0.868165 0.393837 -2.121969 -0.2 1.2 -0.2
H 0.135630 0.943523 -1.762097 0.8 -0.6 -0.4
H 1.411552 1.020539 -2.651328 -0.6 -0.6 0.6

=====

Record 3
5
Properties=species:S:1:pos:R:3:forces:R:3 method="wB97M-V/def2-TZVPD" lumo_ev="4.24 / 4.12" de_lowest_kj_mol=18.6 multiplicity=1 total_energy_ev=-18466.257 homo_ev="-1.9 / -3.7" charge=-1
N -1.620839 0.206373 0.390900 -1.8 -1.2 -2.0
O 1.624644 1.242915 0.060852 -0.2 0.4 -0.2
O -2.445162 -0.261747 -0.372333 2.2 1.2 1.9
O 1.468485 -1.199860 0.340466 -0.8 1.1 -1.1
S 0.972873 0.012321 -0.419884 0.6 -1.6 1.3

=====

Record 4
16
Properties=species:S:1:pos:R:3:forces:R:3 method="wB97M-V/def2-TZVPD" lumo_ev=0.85 de_lowest_kj_mol=495.5 multiplicity=1 total_energy_ev=-11452.384 homo_ev=-8.1
C -2.603568 -0.265821 -0.049857 -5.0 -1.6 -4.3
O -1.712590 0.742969 0.074193 -0.3 0.7 1.4
C -0.433690 0.237189 0.185718 -3.7 3.6 0.2
C -0.276391 -1.007482 -0.024620 2.2 2.5 0.9
O 0.937854 -1.373642 -0.040893 7.1 -3.2 -0.3
C 2.039924 -0.431183 0.181481 1.8 -0.7 -1.1
O 1.775677 0.840298 -0.485073 -0.5 -2.4 2.7
C 0.528133 1.308590 0.179799 3.3 1.2 -0.9
H -3.690646 0.079171 -0.193982 1.6 0.6 0.5
H -2.816258 -1.066460 0.734345 1.5 0.8 -0.8
H -2.509749 -0.701857 -1.262636 0.1 0.3 3.5
H -1.013250 -1.639048 -0.165627 -2.7 -3.5 -0.8
H 3.081928 -0.872234 -0.211120 -2.8 0.7 -0.1
H 2.321756 -0.451968 1.284251 -1.3 0.9 -0.9
H 0.266833 2.084726 -0.502776 -0.9 0.6 -0.4
H 0.825409 1.842914 1.096599 -0.4 -0.7 0.2

=====

Copy entry 2 word for word.
6
Properties=species:S:1:pos:R:3:forces:R:3 method="wB97M-V/def2-TZVPD" lumo_ev=0.86 de_lowest_kj_mol=22.4 multiplicity=1 total_energy_ev=-4159.707 homo_ev=-11.5
O -1.099990 -0.514554 2.196219 0.9 -0.8 0.0
H -0.129817 -0.350293 2.201906 -1.0 -0.2 0.0
H -1.185540 -1.493053 2.137269 0.1 1.1 0.1
O 0.868165 0.393837 -2.121969 -0.2 1.2 -0.2
H 0.135630 0.943523 -1.762097 0.8 -0.6 -0.4
H 1.411552 1.020539 -2.651328 -0.6 -0.6 0.6